# 1
10
Properties=species:S:1:pos:R:3:forces:R:3:lowdin_charge:R:1 method="wB97M-V/def2-TZVPD" de_lowest_kj_mol=296.5 e_tot_ev=-4687.044 spin_multiplicity=1 charge=+1 homo_ha=-0.52756
C 0.0245 -2.3986 0.0566 -2.4 9.2 1.9 0.194
C -0.3439 -1.0506 0.1213 3.2 -11.4 0.0 -0.102
C -0.6095 0.2911 -0.3433 -1.0 0.1 2.1 -0.191
N 0.5260 1.2177 0.1150 1.4 2.0 -0.5 0.156
H 0.2709 -3.3954 0.5869 -0.6 2.0 -1.3 0.083
H -1.5446 0.7036 0.1001 0.6 -0.3 -0.4 0.149
H -0.7285 0.1327 -1.3707 0.2 0.9 -1.9 0.117
H 1.3070 0.5586 0.4645 -1.1 1.7 -0.5 0.196
H 0.2214 1.9325 0.8268 0.1 -1.7 0.2 0.181
H 0.8768 2.0084 -0.5571 -0.3 -2.5 0.4 0.217

---

# 2
13
Properties=species:S:1:pos:R:3:forces:R:3:lowdin_charge:R:1 method="wB97M-V/def2-TZVPD" de_lowest_kj_mol=982.1 e_tot_ev=-10274.618 spin_multiplicity=1 homo_ha=-0.36310
C 1.5095 0.8634 -0.7286 0.2 2.4 -4.7 -0.209
C 0.8293 -0.2386 1.0085 -4.0 -2.2 2.6 -0.160
C -1.4000 -0.2996 -0.5586 -0.8 -4.1 0.7 -0.235
H 2.4933 0.9086 -1.4628 -2.4 0.8 2.2 0.101
H 0.9246 2.1214 -0.3638 2.1 -3.9 -1.5 0.191
H 0.7369 0.3440 -1.5911 1.9 1.1 2.9 0.093
H 0.5906 -0.4964 2.0697 1.4 -0.1 -0.7 0.136
H -2.3608 -0.5636 1.1299 1.7 -4.2 0.1 0.356
H -0.9961 0.4276 -1.3238 -1.2 -0.8 0.8 0.116
N 1.8564 0.1880 0.4813 -0.8 1.1 -0.8 -0.011
N -0.5495 -0.6214 0.4675 1.1 0.0 0.2 -0.173
O -1.1714 -1.5348 1.3925 -1.4 4.9 -1.3 -0.137
O -2.4628 -1.0986 -0.5206 2.2 5.1 -0.4 -0.069

---

# 3
11
Properties=species:S:1:pos:R:3:forces:R:3:lowdin_charge:R:1 method="wB97M-V/def2-TZVPD" de_lowest_kj_mol=185.4 e_tot_ev=-37707.654 spin_multiplicity=1 homo_ha="-0.38563 / -0.38561"
C -0.4415 1.0499 0.0261 -1.7 -5.7 1.8 -0.034
C 0.3485 -0.7429 1.3502 -1.4 2.1 0.7 -0.775
O -0.6768 -1.0976 -1.3641 0.5 1.9 -0.6 -0.332
O 1.3820 0.2481 -1.7520 1.8 0.3 -0.1 -0.272
F 0.8940 -0.2172 2.4783 0.4 -0.1 -1.6 0.043
F -0.7583 -1.3216 1.8129 0.1 -0.1 -1.0 0.060
F -0.7173 1.1248 -2.4994 0.6 -1.2 1.0 -0.215
S 0.0398 0.1600 -1.3865 -4.0 0.4 -1.0 0.536
Cl 1.3393 -1.7189 0.3786 0.7 -0.6 1.2 0.862
H 0.0879 1.7206 0.5796 1.6 2.2 0.6 0.022
H -1.4975 0.7947 0.3763 1.5 0.7 -1.0 0.104

---

# 4
10
Properties=species:S:1:pos:R:3:forces:R:3:lowdin_charge:R:1 method="wB97M-V/def2-TZVPD" de_lowest_kj_mol=432.1 e_tot_ev=-8199.407 spin_multiplicity=1 homo_ha=-0.33545
C 0.8644 -0.1916 0.1877 1.0 -1.2 0.5 -0.010
C -1.6661 -0.9759 -1.1635 0.2 0.2 0.1 -0.504
C 1.0239 1.2549 0.6574 -1.7 -2.1 0.3 -0.155
N 0.6159 0.0743 1.4186 0.3 1.7 -0.3 0.002
N -0.9027 -1.4165 -1.9385 2.6 -1.4 -2.2 0.180
O -2.4909 -0.5303 -0.4747 -0.7 0.3 0.7 0.119
H 1.8483 1.7833 0.9447 2.5 0.7 0.4 0.051
H 0.2679 1.8046 0.2180 -1.7 1.5 -0.3 0.049
H 0.3584 -0.1237 2.3756 -0.3 -0.5 -0.5 0.141
H 0.0810 -1.6791 -2.2251 -2.4 0.8 1.2 0.127

---

# 5
64
Properties=species:S:1:pos:R:3:forces:R:3:lowdin_charge:R:1 method="wB97M-V/def2-TZVPD" s2=2.071 de_lowest_kj_mol=81.0 e_tot_ev=-49696.576 spin_multiplicity=3 charge=+1 homo_ha="-0.39492 / -0.39751"
W 0.4855 -0.3583 -0.1424 -0.3 0.4 0.1 1.600
C -0.2315 -6.3345 1.1355 0.0 0.0 0.0 -0.041
C 0.4155 -5.6327 0.1198 0.0 0.0 0.0 -0.048
C 0.4024 -4.2561 0.1147 0.0 0.0 0.0 0.003
C -0.2945 -3.5490 1.1191 0.0 0.0 0.1 -0.253
C -0.9122 -4.2707 2.1658 0.0 0.0 0.0 -0.003
C -0.8789 -5.6470 2.1620 0.0 0.0 0.0 -0.053
N -0.2913 -2.1923 1.0574 0.0 -0.1 -0.1 0.053
C -1.1519 -1.3555 1.7346 0.1 0.2 0.1 -0.270
C -2.5193 -1.5503 1.9744 -0.1 0.0 -0.1 -0.024
C -3.3058 -0.4551 2.2790 0.0 0.0 0.0 -0.041
C -2.7756 0.8409 2.3481 0.0 0.0 0.0 -0.034
C -1.4277 1.0595 2.1593 0.0 0.0 0.0 0.014
C -0.5995 -0.0452 1.9154 0.0 -0.1 0.2 -0.324
N 0.8103 -0.0309 1.8440 0.2 -0.2 -0.2 -0.104
N 1.2370 1.1531 1.2092 -0.1 0.0 0.0 -0.099
C 2.5931 0.8933 0.8696 0.0 -0.1 -0.1 -0.377
C 3.7240 1.5766 1.2421 0.0 0.1 0.1 0.020
C 4.9241 1.1581 0.6791 0.0 0.0 0.0 -0.021
C 4.9473 0.1038 -0.2257 0.1 0.0 0.0 -0.028
C 3.7652 -0.5278 -0.5580 -0.1 -0.1 -0.1 -0.072
N 2.6234 -0.1335 0.0020 0.1 0.2 -0.1 -0.032
H -0.2117 -7.4158 1.1413 0.0 0.0 0.0 0.116
H 0.9385 -6.1674 -0.6613 0.0 0.0 0.0 0.118
H 0.9254 -3.6992 -0.6518 0.0 0.0 0.0 0.105
H -1.3713 -3.7402 2.9892 0.0 0.0 0.0 0.116
H -1.3437 -6.1966 2.9693 0.0 0.0 0.0 0.116
H -2.9631 -2.5268 1.8360 0.0 0.0 0.0 0.121
H -4.3682 -0.5962 2.4301 0.0 0.0 0.0 0.119
H -3.4355 1.6738 2.5493 0.0 0.0 0.0 0.120
H -0.9861 2.0462 2.2058 0.0 0.0 0.0 0.116
H 3.6650 2.4040 1.9344 0.0 0.0 0.0 0.126
H 5.8451 1.6627 0.9390 0.0 0.0 0.0 0.122
H 5.8751 -0.2158 -0.6772 0.0 0.0 0.0 0.117
H 3.6985 -1.3326 -1.2782 0.0 0.0 0.0 0.130
N -1.5066 -0.7187 -1.1319 0.0 0.0 0.0 -0.054
C -1.4017 -1.8519 -2.0844 0.1 0.0 0.0 -0.096
C 0.0381 -2.0068 -2.5591 -0.1 0.0 -0.2 -0.616
O 0.3208 -2.6322 -3.5378 0.0 0.0 0.1 0.135
O 0.9274 -1.4163 -1.7635 0.1 -0.1 0.2 -0.242
H -2.2339 -0.9030 -0.4428 0.0 0.0 0.0 0.098
H -1.7925 0.1155 -1.6359 0.0 0.0 0.0 0.048
H -2.0553 -1.7243 -2.9440 0.0 0.0 0.0 0.140
H -1.6769 -2.7790 -1.5806 0.0 0.0 0.0 0.131
C -0.7385 1.5151 -3.1309 0.1 0.0 0.0 -0.216
Si 0.2638 1.8403 -1.5478 0.1 -0.2 0.0 0.559
C 1.9837 2.3276 -2.1438 -0.1 0.1 0.1 -0.197
C -0.5581 3.2894 -0.6696 0.0 -0.1 0.0 -0.297
C 0.0588 3.9554 0.3961 0.0 0.1 0.0 -0.128
C -0.5565 5.0225 1.0336 0.0 0.0 0.0 -0.083
C -1.8122 5.4519 0.6218 0.0 0.0 0.0 -0.082
C -2.4387 4.8145 -0.4381 0.0 0.0 0.0 -0.083
C -1.8143 3.7488 -1.0754 0.0 0.0 0.1 -0.107
H -0.6051 2.3743 -3.7936 0.0 0.0 0.0 0.051
H -1.8221 1.4002 -3.0230 0.0 0.0 0.0 0.023
H -0.3531 0.6425 -3.6666 0.0 0.0 0.0 0.036
H 1.9047 3.1605 -2.8466 0.0 0.0 0.0 0.042
H 2.4732 1.4966 -2.6560 0.0 0.0 0.0 0.031
H 2.6281 2.6526 -1.3238 0.0 0.0 0.0 0.020
H 1.0360 3.6368 0.7353 0.0 0.0 0.0 0.082
H -0.0525 5.5258 1.8492 0.0 0.0 0.0 0.106
H -2.2907 6.2872 1.1163 0.0 0.0 0.0 0.106
H -3.4098 5.1514 -0.7782 0.0 0.0 0.0 0.105
H -2.3237 3.2805 -1.9096 0.0 0.0 0.0 0.085

---

# 6
57
Properties=species:S:1:pos:R:3:forces:R:3:lowdin_charge:R:1 method="wB97M-V/def2-TZVPD" de_lowest_kj_mol=106.2 e_tot_ev=-30386.494 spin_multiplicity=1 charge=+1 homo_ha=-0.41520
O -3.9320 -1.6135 0.8797 0.2 -0.1 0.3 -0.088
C -5.1490 -1.2512 0.2453 -0.4 0.1 -0.4 -0.246
C -4.8705 -0.5060 -1.0571 0.0 0.1 0.5 -0.149
C -4.2043 0.8568 -0.8411 -0.2 -0.3 -0.2 -0.172
N -2.8013 0.6993 -0.5081 0.1 0.3 0.0 -0.193
C -1.9168 0.7529 -1.6520 -0.1 -0.1 0.0 -0.144
C -0.4625 0.6555 -1.1737 -0.1 0.4 -0.6 -0.079
N -0.3968 -0.0753 0.1069 0.6 -0.1 0.1 -0.075
C -0.9164 -1.4678 0.0027 -0.3 -0.8 0.2 -0.106
C -0.2307 -2.3703 1.0234 0.5 0.2 -0.3 -0.112
C 1.2426 -2.6058 0.6892 -0.2 -0.5 0.2 -0.174
O 1.9027 -1.3479 0.6964 0.3 0.1 -0.1 -0.100
C 3.1818 -1.2653 0.1667 0.1 0.2 -0.1 -0.189
C 3.9649 -2.3728 -0.1146 -0.3 -0.1 0.2 -0.009
C 5.2219 -2.2076 -0.6739 0.0 0.1 0.0 -0.061
C 5.6962 -0.9423 -0.9652 0.1 -0.1 -0.1 -0.066
C 4.9138 0.1626 -0.6836 -0.1 -0.1 0.1 -0.014
C 3.6552 0.0240 -0.1108 0.0 -0.2 0.0 -0.116
C 2.8654 1.2278 0.2074 -0.1 0.1 0.0 -0.186
C 2.3571 1.4294 1.4889 0.0 0.1 0.0 -0.034
C 1.6804 2.5981 1.7990 0.1 0.1 0.0 -0.095
C 1.4839 3.5695 0.8297 0.0 0.0 0.0 -0.081
C 1.9761 3.3710 -0.4506 0.0 0.1 0.0 -0.079
C 2.6683 2.2127 -0.7585 0.0 -0.1 0.1 -0.037
C -1.0798 0.7074 1.1692 -0.5 0.5 0.5 -0.061
C -2.2738 1.4784 0.5839 0.1 0.0 0.0 -0.133
H -4.1471 -2.1280 1.6643 0.0 0.0 0.0 0.099
H -5.7329 -2.1525 0.0204 0.0 0.1 0.1 0.122
H -5.7418 -0.6133 0.9142 0.0 0.0 -0.1 0.122
H -5.8241 -0.3571 -1.5629 -0.1 -0.1 -0.1 0.120
H -4.2388 -1.1269 -1.6919 0.0 -0.1 -0.1 0.113
H -4.3251 1.4678 -1.7461 0.0 0.1 0.1 0.123
H -4.7129 1.3723 -0.0248 0.0 0.1 0.0 0.125
H -2.1661 -0.0784 -2.3152 0.1 0.0 -0.1 0.125
H -2.0373 1.6870 -2.2295 0.1 -0.1 0.0 0.135
H -0.0376 1.6479 -1.0077 0.0 -0.2 0.1 0.116
H 0.1561 0.1458 -1.9138 0.0 0.0 0.1 0.145
H 0.6084 -0.1900 0.3678 -0.4 0.2 -0.2 0.134
H -1.9994 -1.4477 0.1517 0.3 0.1 -0.1 0.100
H -0.7015 -1.8366 -1.0013 0.0 0.1 -0.1 0.145
H -0.7366 -3.3347 1.0348 0.0 0.0 0.0 0.134
H -0.3052 -1.9426 2.0236 -0.1 0.0 0.1 0.123
H 1.6907 -3.2729 1.4345 0.0 0.1 -0.1 0.138
H 1.3375 -3.0707 -0.3005 0.0 0.0 0.1 0.139
H 3.6146 -3.3681 0.1070 -0.1 -0.1 0.0 0.110
H 5.8256 -3.0772 -0.8799 0.1 -0.1 0.0 0.112
H 6.6729 -0.8147 -1.4036 0.1 0.0 0.0 0.110
H 5.2826 1.1559 -0.8897 0.0 0.1 0.0 0.123
H 2.5315 0.6860 2.2523 0.0 -0.1 0.1 0.128
H 1.3300 2.7641 2.8077 0.0 0.0 0.1 0.114
H 0.9658 4.4835 1.0762 0.0 0.1 0.0 0.109
H 1.8370 4.1295 -1.2061 0.0 0.1 -0.1 0.111
H 3.0655 2.0677 -1.7523 0.0 0.0 -0.1 0.123
H -0.3613 1.3978 1.6156 -0.1 -0.2 -0.1 0.104
H -1.4295 0.0097 1.9282 0.1 0.0 -0.1 0.132
H -3.0341 1.5868 1.3562 0.1 0.0 0.0 0.133
H -1.9629 2.4900 0.2715 0.0 0.0 0.1 0.132

---

# 7
9
Properties=species:S:1:pos:R:3:forces:R:3:lowdin_charge:R:1 method="wB97M-V/def2-TZVPD" de_lowest_kj_mol=448.6 e_tot_ev=-10213.539 spin_multiplicity=1 homo_ha="-0.35776 / -0.35780"
C 1.8870 0.0457 -0.0242 -0.3 -1.3 0.3 -0.316
C -1.9202 -0.1491 0.0552 1.5 0.7 0.8 -0.081
C -0.1494 0.2446 0.0306 3.9 -3.5 0.9 -0.387
N 1.3613 -1.0516 0.3325 -2.3 1.9 -0.5 0.200
N -1.1595 0.3333 0.9925 -1.1 0.4 0.6 0.191
O 0.9816 1.0258 -0.2191 -1.2 1.8 -0.5 0.047
O -1.0074 -0.1918 -0.9748 -0.4 -0.1 -1.5 0.084
H 2.9380 0.2482 -0.2011 0.0 0.3 0.0 0.121
H -2.9313 -0.5051 0.0083 -0.2 -0.1 -0.1 0.141

---

# 8
58
Properties=species:S:1:pos:R:3:forces:R:3:lowdin_charge:R:1 method="wB97M-V/def2-TZVPD" s2=0.765 de_lowest_kj_mol=0.0 e_tot_ev=-150096.157 spin_multiplicity=2 charge=+4 homo_ha="-0.73775 / -0.73826"
V -0.0347 -0.8710 1.0330 0.1 0.2 0.3 0.734
C -3.2123 -2.9731 3.0853 0.0 0.0 0.0 0.049
C -2.2216 -2.4296 2.1207 0.0 0.0 0.0 -0.184
N -1.3493 -1.5207 2.4463 -0.3 -0.1 0.2 -0.071
N -1.3176 -1.0388 3.7391 0.1 0.0 -0.2 0.060
C -0.2771 -0.2599 4.0953 0.0 0.0 0.0 -0.672
N -0.1828 0.1787 5.3225 0.0 0.0 0.0 0.211
S 0.9276 0.1300 2.9158 -0.1 -0.1 0.0 0.861
C -2.0920 -2.9022 0.7260 0.2 0.1 0.1 -0.194
C -2.9098 -3.8430 0.1494 -0.1 -0.1 -0.1 0.076
C -2.6463 -4.2576 -1.1638 -0.1 0.0 0.1 0.058
C -1.5728 -3.7183 -1.8407 0.0 0.0 0.0 0.040
C -0.7861 -2.7655 -1.2015 0.0 0.0 0.1 -0.048
N -1.0388 -2.3616 0.0457 -0.2 -0.2 -0.1 -0.042
H -2.7074 -3.3539 3.9797 0.0 0.0 0.0 0.127
H -3.9162 -2.1916 3.3932 0.0 0.0 0.0 0.133
H -3.7877 -3.7944 2.6732 0.0 0.0 0.0 0.100
H -2.0090 -1.3647 4.4023 -0.1 0.0 0.0 0.169
H -0.8578 -0.0375 6.0474 0.0 0.0 0.0 0.165
H 0.5969 0.7640 5.5980 0.0 0.0 0.0 0.153
H -3.7422 -4.2724 0.6885 0.0 0.0 0.0 0.139
H -3.2772 -5.0028 -1.6330 0.0 0.0 0.0 0.152
H -1.3294 -4.0245 -2.8495 0.0 0.0 0.0 0.146
H 0.0744 -2.3285 -1.6934 0.0 0.0 0.0 0.139
C 4.8151 0.5368 -1.2667 0.0 -0.1 0.1 0.001
C 4.0048 -0.4331 -0.4569 0.1 0.1 -0.1 -0.196
C 4.6025 -1.5234 0.1885 0.1 0.0 0.0 0.079
C 3.8528 -2.4212 0.9374 0.1 0.0 -0.2 -0.013
C 2.5010 -2.1968 0.9962 -0.1 0.1 0.0 -0.685
Br 1.3328 -3.2880 1.9986 0.0 -0.1 0.0 1.004
N 1.8886 -1.1619 0.4099 0.1 0.1 -0.1 -0.143
C 2.6409 -0.2812 -0.3049 -0.2 -0.2 0.0 -0.032
H 5.3654 0.0110 -2.0473 0.0 0.0 0.0 0.112
H 5.5478 1.0365 -0.6317 0.0 0.0 0.0 0.113
H 4.1914 1.2947 -1.7362 0.0 0.0 0.0 0.089
H 5.6743 -1.6688 0.1079 0.0 0.0 0.0 0.159
H 4.3036 -3.2638 1.4444 0.0 0.0 0.0 0.143
H 2.1130 0.5476 -0.7595 0.0 0.0 0.0 0.131
C 0.9089 5.5597 -3.9902 0.0 -0.1 0.1 0.009
C 0.3215 4.4462 -3.1910 0.1 0.2 -0.1 -0.175
C -0.0051 4.6359 -1.8301 0.0 0.0 0.1 0.028
C -0.5931 3.6431 -1.0934 0.1 0.1 -0.2 -0.026
C -0.8575 2.4069 -1.7277 0.0 0.1 0.1 -0.472
C -0.5055 2.1778 -3.0807 0.1 0.2 -0.1 -0.043
C 0.0690 3.2033 -3.7918 0.0 -0.2 -0.1 0.016
S -1.7262 1.1663 -1.0118 -0.2 0.0 -0.4 1.199
C -2.8664 1.9305 0.1270 0.1 0.0 0.1 -0.175
O -0.7079 0.4100 0.1516 0.2 -0.1 0.2 -0.558
H 1.1197 6.4356 -3.3830 0.0 0.0 0.0 0.100
H 0.2126 5.8444 -4.7835 0.0 0.0 0.0 0.123
H 1.8286 5.2320 -4.4785 0.0 0.0 -0.1 0.114
H 0.1946 5.5948 -1.3690 0.0 0.0 0.0 0.143
H -0.8524 3.8246 -0.0589 0.0 0.0 0.0 0.124
H -0.7298 1.2345 -3.5645 0.0 0.0 0.0 0.125
H 0.3100 3.0594 -4.8378 0.0 0.0 0.0 0.147
H -2.3267 2.4372 0.9244 0.0 0.0 0.0 0.079
H -3.5346 1.1620 0.5085 0.0 0.0 0.0 0.076
H -3.4249 2.6466 -0.4786 -0.1 0.0 0.0 0.104